Density functional theory data (ωB97M-V/def2-TZVPD) for C6H9NOS2 in the gas phase at a distorted geometry.

Element x y z (Å)
C 1.663279 1.380237 -1.387244
C 1.326368 1.161113 -0.275012
C 1.004070 0.585362 0.936382
C 0.555685 -0.851779 0.794631
N -0.638256 -0.993116 -0.031647
C -0.507919 -1.709398 -1.324073
S -1.596631 0.512508 0.109114
O -1.485200 1.366187 -1.025007
S -3.424881 0.240394 0.682725
C -0.198424 1.282386 1.491336
H 1.924795 1.716527 -2.355594
H 1.898310 0.568748 1.600165
H 1.305823 -1.504182 0.162553
H 0.422445 -1.315821 1.741803
H -0.776538 -2.793844 -1.339850
H -1.283178 -1.287978 -2.089923
H 0.454708 -1.553451 -1.732429
H -0.410009 0.865440 2.443109
H -0.234456 2.330673 1.598956

Force components x, y, z for each atom (eV/Å):
0.474 0.891 -1.473
1.324 0.006 -1.816
-0.081 -0.460 2.566
1.426 -2.363 -3.090
-1.407 1.329 0.281
-3.160 0.878 -1.026
1.212 -0.693 2.062
0.216 0.465 -1.365
1.013 -0.288 0.174
-1.470 -2.313 -0.561
0.032 -0.004 -0.229
-0.655 0.289 -0.024
-0.783 1.391 1.681
-0.101 -0.315 0.984
0.384 0.751 0.817
1.400 -0.367 1.391
1.077 0.135 -0.474
-0.713 -0.550 0.898
-0.186 1.219 -0.796

Values from the calculation:
E_HOMO   -0.3257 hartree
Structure (SMILES)   C#C[C@@H]1CN(C)[S@@](=O)(=S)C1
Maximum force   0.08057 hartree/bohr
Frontier orbital gap   9.3 eV
2S+1   1